(1)
{
  "formula": "C36H69Br13N4O7P",
  "method": "the ωB97M-V functional and the def2-TZVPD basis",
  "e_homo_ha": -0.4068,
  "total_energy_ha": -35961.969288,
  "orbital_gap_ha": 0.277,
  "lumo_ev": -3.5,
  "charge": 1,
  "elements": ["C", "C", "C", "C", "C", "C", "C", "C", "N", "C", "C", "C", "O", "C", "C", "O", "C", "C", "N", "C", "N", "C", "Br", "C", "C", "P", "O", "O", "N", "O", "C", "C", "C", "O", "C", "C", "O", "H", "H", "H", "H", "H", "H", "H", "H", "H", "H", "H", "H", "H", "H", "H", "H", "H", "H", "H", "H", "H", "H", "H", "H", "H", "H", "H", "H", "H", "H", "H", "H", "H", "H", "H", "H", "H", "H", "H", "H", "H", "H", "H", "H", "H", "Br", "C", "C", "Br", "H", "H", "H", "H", "Br", "C", "C", "Br", "H", "H", "H", "H", "Br", "C", "C", "Br", "H", "H", "H", "H", "Br", "C", "C", "Br", "H", "H", "H", "H", "Br", "C", "C", "Br", "H", "H", "H", "H", "Br", "C", "C", "Br", "H", "H", "H", "H"],
  "xyz": [[5.299, -0.727, 2.969], [4.753, -1.228, 1.850], [4.505, -0.423, 0.589], [3.027, -0.313, 0.169], [2.244, 0.241, 1.412], [2.771, 1.589, 1.954], [1.670, 2.692, 1.976], [2.138, 3.890, 1.143], [1.307, 5.073, 1.359], [1.814, 5.906, 2.461], [1.134, 5.775, 0.117], [2.114, 6.812, -0.391], [0.178, 5.487, -0.587], [2.743, 0.738, -0.958], [3.924, 1.558, -1.442], [4.814, 0.793, -2.199], [6.176, 1.126, -2.043], [6.878, 1.151, -3.393], [2.080, 0.152, -2.131], [0.969, -0.537, -1.664], [-0.215, -0.092, -2.003], [-0.339, 1.065, -2.909], [0.091, 0.367, -4.708], [-1.724, 1.677, -3.004], [-2.055, 2.665, -1.849], [-1.645, -1.022, -1.279], [-2.456, -0.013, -0.248], [-2.646, -1.511, -2.462], [1.106, -1.622, -0.853], [0.697, -2.817, -1.454], [2.383, -1.724, -0.115], [3.297, -2.841, -0.644], [3.670, -2.814, -2.118], [4.878, -2.082, -2.345], [5.795, -2.730, -3.124], [7.185, -2.759, -2.548], [5.516, -3.220, -4.198], [4.983, 0.185, 3.462], [6.076, -1.293, 3.470], [4.425, -2.265, 1.837], [4.986, 0.534, 0.755], [5.090, -0.937, -0.173], [1.234, 0.440, 1.040], [2.198, -0.475, 2.226], [3.615, 1.999, 1.411], [3.050, 1.437, 2.991], [1.569, 3.074, 2.988], [0.728, 2.335, 1.570], [2.157, 3.588, 0.092], [3.185, 4.109, 1.389], [2.554, 6.646, 2.164], [0.969, 6.337, 2.988], [2.310, 5.244, 3.168], [2.560, 6.492, -1.327], [2.923, 7.064, 0.288], [1.554, 7.719, -0.603], [2.041, 1.476, -0.563], [4.380, 2.079, -0.601], [3.514, 2.355, -2.077], [6.332, 2.100, -1.573], [6.702, 0.399, -1.415], [6.699, 0.223, -3.928], [7.939, 1.332, -3.251], [6.480, 1.993, -3.956], [2.708, -0.431, -2.679], [0.345, 1.862, -2.654], [-1.684, 2.289, -3.899], [-2.525, 0.962, -3.181], [-1.253, 2.732, -1.116], [-2.989, 2.341, -1.395], [-2.288, 3.629, -2.284], [-1.848, 0.623, 0.156], [-2.125, -2.138, -2.984], [-0.165, -3.011, -1.050], [2.108, -2.063, 0.885], [4.207, -2.961, -0.068], [2.749, -3.770, -0.503], [2.854, -2.488, -2.762], [3.852, -3.843, -2.425], [7.123, -2.710, -1.462], [7.774, -1.909, -2.881], [7.687, -3.685, -2.796], [-2.662, -2.292, 0.924], [-1.959, -3.118, 2.550], [-3.043, -3.602, 3.474], [-3.856, -2.122, 4.431], [-1.316, -2.375, 3.008], [-1.356, -3.957, 2.204], [-2.624, -4.246, 4.246], [-3.839, -4.129, 2.960], [-5.461, 4.307, -1.004], [-6.557, 3.299, -2.256], [-6.813, 1.901, -1.765], [-5.248, 0.760, -2.001], [-6.046, 3.323, -3.213], [-7.492, 3.851, -2.330], [-7.601, 1.430, -2.350], [-7.074, 1.859, -0.713], [-4.730, -0.413, -6.056], [-4.259, -2.214, -5.502], [-5.227, -3.226, -6.050], [-6.887, -3.152, -5.044], [-4.236, -2.211, -4.416], [-3.255, -2.383, -5.887], [-4.846, -4.237, -5.922], [-5.473, -3.066, -7.095], [1.544, -5.242, 6.519], [0.625, -3.552, 6.247], [0.417, -3.270, 4.784], [2.065, -2.675, 3.925], [1.213, -2.787, 6.744], [-0.333, -3.657, 6.752], [-0.288, -2.452, 4.653], [0.072, -4.140, 4.234], [-2.581, 0.412, 9.757], [-3.721, -0.511, 8.479], [-4.017, -1.921, 8.913], [-2.495, -3.096, 8.615], [-3.218, -0.465, 7.519], [-4.638, 0.073, 8.437], [-4.824, -2.340, 8.317], [-4.268, -1.997, 9.966], [-11.174, -1.211, -3.735], [-9.383, -0.600, -3.296], [-8.954, -1.056, -1.928], [-9.795, -0.004, -0.523], [-9.387, 0.481, -3.398], [-8.733, -1.032, -4.051], [-7.883, -0.906, -1.795], [-9.199, -2.096, -1.735]],
  "atomic_forces_ev_per_a": [[0.12, -0.56, 0.14], [-0.47, 0.49, -0.10], [-0.82, -0.71, 0.61], [-0.81, 0.57, 0.80], [0.39, 0.58, -0.78], [-1.37, 0.12, 0.35], [1.25, 0.48, -0.25], [-0.01, -0.45, 0.07], [0.65, 0.75, -0.54], [-0.20, -0.79, 0.17], [-1.43, -0.48, -0.89], [0.09, 0.30, 0.48], [1.06, 0.03, 0.59], [0.92, -0.03, 0.03], [-0.52, 0.60, -0.40], [-0.07, -0.02, 0.34], [1.25, -0.14, -0.36], [-0.59, 0.41, 0.31], [-0.22, 0.48, 0.49], [-0.02, -0.11, -0.85], [-1.27, 1.34, -0.45], [-0.53, -0.39, -0.90], [0.17, 0.10, 0.16], [0.05, 0.80, 0.41], [-0.58, -0.87, -0.54], [1.47, -1.67, 1.60], [0.42, 0.71, -3.04], [-0.24, 1.85, 0.04], [0.98, 0.28, -0.34], [-0.29, -0.20, 0.26], [1.14, -0.28, 0.54], [-0.44, 0.05, -0.83], [-0.01, -0.69, -0.21], [0.24, -0.23, 0.40], [0.17, -0.35, -1.67], [-0.32, 0.17, 0.80], [-0.07, 0.38, 1.34], [0.95, 0.94, -0.91], [-0.97, -0.65, 0.93], [1.36, -0.50, -0.42], [-0.22, 0.28, -0.17], [0.03, 0.10, -0.19], [-0.25, -0.36, 0.28], [-0.01, -0.18, -0.12], [0.27, -0.26, -0.03], [0.47, -0.04, 0.01], [-0.50, -0.20, 0.14], [-0.25, 0.04, 0.27], [-0.23, 0.24, -0.15], [0.06, 0.04, 0.10], [-0.11, 0.20, -0.03], [0.06, 0.39, -0.04], [0.01, -0.02, 0.12], [-0.15, -0.25, -0.13], [0.01, -0.06, 0.07], [-0.03, 0.08, -0.04], [-0.08, 0.00, 0.02], [0.27, -0.20, 0.15], [-0.07, 0.01, -0.04], [-0.36, 0.10, 0.11], [-0.34, -0.19, 0.23], [0.11, -0.05, -0.16], [0.17, -0.17, -0.02], [-0.01, -0.11, -0.32], [0.09, -0.16, 0.20], [0.52, -0.20, -0.08], [0.02, -0.14, -0.26], [0.09, -0.25, 0.06], [0.01, 0.26, 0.11], [0.19, 0.04, 0.40], [0.36, 0.32, 0.22], [-0.11, 0.19, 0.01], [-0.12, -0.17, -0.12], [-0.15, 0.07, 0.17], [-0.22, -0.14, 0.01], [0.01, 0.26, 0.20], [-0.08, -0.06, 0.06], [0.01, 0.28, -0.07], [-0.03, -0.08, -0.10], [0.04, 0.13, 0.05], [0.04, 0.06, -0.19], [0.01, -0.04, -0.39], [-0.73, -1.70, 2.29], [-0.11, -0.41, -0.34], [0.03, 0.11, 0.29], [-0.05, 0.05, -0.03], [-0.14, 0.02, -0.14], [0.00, -0.02, 0.05], [0.03, -0.02, -0.03], [0.02, 0.00, -0.06], [0.05, -0.03, -0.06], [-0.02, 0.17, 0.17], [0.02, -0.10, -0.17], [-0.16, -0.08, 0.04], [-0.01, -0.05, -0.02], [-0.03, -0.05, 0.01], [0.03, 0.06, 0.00], [-0.01, 0.03, -0.01], [0.04, 0.05, 0.10], [0.23, 0.16, -0.22], [-0.08, -0.11, 0.25], [-0.14, -0.10, -0.06], [-0.08, -0.02, 0.01], [-0.03, -0.04, -0.07], [0.02, 0.01, 0.04], [0.02, 0.08, 0.00], [0.04, 0.06, -0.02], [-0.01, -0.32, 0.08], [0.06, 0.23, 0.09], [-0.05, -0.10, -0.01], [-0.02, 0.05, -0.04], [-0.02, 0.07, -0.07], [0.07, 0.01, 0.18], [0.05, -0.05, 0.06], [0.05, -0.03, -0.08], [-0.03, 0.19, 0.20], [-0.02, -0.13, -0.24], [0.01, -0.03, 0.09], [-0.02, -0.06, -0.02], [-0.03, -0.05, 0.00], [0.00, 0.03, -0.02], [0.03, 0.05, 0.02], [0.03, 0.08, 0.03], [-0.13, -0.23, -0.11], [0.13, 0.22, 0.14], [-0.04, -0.06, 0.02], [-0.01, 0.01, 0.03], [0.08, -0.01, -0.05], [0.01, -0.04, -0.06], [-0.03, -0.01, -0.05]]
}

=====

(2)
{
  "formula": "C3H3FHgO2",
  "method": "the ωB97M-V functional and the def2-TZVPD basis",
  "spin_multiplicity": 2,
  "e_homo_ha": [-0.5094, -0.5093],
  "total_energy_ha": -519.459850,
  "orbital_gap_ha": [0.354, 0.196],
  "lumo_ev": [-4.2, -8.5],
  "charge": 1,
  "relative_energy_kj_mol": 140.0,
  "elements": ["H", "H", "O", "O", "C", "C", "C", "H", "F", "Hg"],
  "xyz": [[1.145, 1.135, 0.115], [1.319, -0.330, -2.236], [1.246, -1.887, -0.849], [0.173, -0.781, 0.640], [1.544, -0.507, -1.181], [0.595, 0.230, -0.225], [0.483, -2.011, 0.195], [2.597, -0.319, -0.955], [-0.496, 0.682, -1.002], [-2.456, 1.024, -0.365]],
  "atomic_forces_ev_per_a": [[-1.18, -0.58, 0.78], [0.10, -0.04, 0.20], [-0.04, -0.09, -0.04], [-0.56, 2.14, 0.34], [-0.45, -0.04, 0.36], [3.39, -0.62, -1.07], [0.34, -1.10, -0.44], [-0.24, 0.01, -0.06], [1.05, -0.02, -0.86], [-2.42, 0.34, 0.79]]
}

=====

(3)
{
  "formula": "CH5O2P",
  "method": "the ωB97M-V functional and the def2-TZVPD basis",
  "e_homo_ha": [-0.2784, -0.2777],
  "total_energy_ha": -532.757690,
  "orbital_gap_ha": [0.288, 0.287],
  "lumo_ev": [0.3, 0.3],
  "charge": 0,
  "relative_energy_kj_mol": 449.5,
  "elements": ["C", "O", "O", "P", "H", "H", "H", "H", "H"],
  "xyz": [[-0.452, 0.164, 0.099], [-1.018, -1.009, 0.434], [-1.302, 1.192, 0.292], [1.296, 0.186, 0.245], [0.154, 0.326, -1.980], [-2.021, -1.028, 0.356], [-0.746, 2.013, 0.071], [1.269, -1.279, 0.146], [1.103, 0.137, 1.603]],
  "atomic_forces_ev_per_a": [[-2.49, -0.75, -1.86], [-1.31, 0.26, -0.47], [2.21, 1.44, -0.65], [1.31, -0.78, -0.78], [-0.79, -0.32, 1.70], [1.69, 0.49, 0.01], [-1.46, -1.34, 0.35], [0.38, 1.19, -0.07], [0.46, -0.20, 1.77]]
}